1.
80
Properties=species:S:1:pos:R:3 method="wB97M-V/def2-TZVPD" e_lumo_ev=-0.6 orbital_gap_ev=9.9799 e_homo_ev=-10.603 total_energy_ha=-19274.9759
C -2.05 -0.31 3.16
C -2.34 0.29 1.82
O -2.12 1.46 1.58
O -2.84 -0.58 0.91
C -2.27 -0.45 -0.39
C -0.76 -0.62 -0.40
C -0.16 -0.23 -1.76
C 1.33 0.03 -1.54
N 1.99 0.50 -2.80
Br 3.81 -0.10 -2.70
S 2.02 2.20 -2.86
O 2.08 2.55 -4.23
O 0.93 2.72 -2.10
F 3.32 2.64 -2.15
H -1.19 0.20 3.60
H -1.76 -1.36 3.09
H -2.87 -0.20 3.86
H -2.70 -1.26 -0.98
H -2.59 0.47 -0.89
H -0.54 -1.68 -0.23
H -0.26 -0.03 0.37
H -0.66 0.65 -2.17
H -0.28 -1.07 -2.45
H 1.78 -0.91 -1.24
H 1.47 0.73 -0.71
C 0.42 5.59 -5.93
Cl 1.18 6.84 -4.95
Cl -1.33 5.78 -5.95
Cl 1.07 5.61 -7.58
H 0.66 4.63 -5.49
C -3.59 3.56 4.19
Cl -3.48 4.30 5.78
Cl -4.10 1.88 4.31
Cl -4.70 4.46 3.15
H -2.61 3.58 3.73
C 0.64 -5.15 -0.17
Cl 2.05 -6.09 0.30
Cl -0.05 -4.32 1.24
Cl 1.07 -4.00 -1.45
H -0.12 -5.82 -0.55
C 2.29 -0.75 3.10
Cl 0.92 0.02 3.92
Cl 1.79 -2.32 2.44
Cl 2.93 0.29 1.83
H 3.07 -0.92 3.83
C -8.05 3.57 5.10
Cl -7.92 4.30 6.69
Cl -8.51 1.86 5.22
Cl -9.20 4.45 4.09
H -7.08 3.62 4.62
C 4.03 8.74 -6.65
Cl 5.45 7.75 -6.31
Cl 3.59 9.72 -5.25
Cl 4.30 9.76 -8.07
H 3.20 8.08 -6.86
C 0.11 -9.53 -0.15
Cl 1.50 -10.48 0.36
Cl -0.61 -8.69 1.24
Cl 0.54 -8.41 -1.45
H -0.64 -10.21 -0.55
C 4.23 0.39 -6.81
Cl 4.89 0.50 -8.44
Cl 3.62 -1.23 -6.48
Cl 5.44 0.85 -5.61
H 3.40 1.09 -6.72
C -9.13 -0.90 7.84
Cl -8.06 -2.16 7.21
Cl -10.82 -1.39 7.73
Cl -8.70 -0.49 9.51
H -8.99 -0.01 7.24
C 2.49 -6.55 4.51
Cl 1.78 -6.84 6.10
Cl 1.76 -7.59 3.29
Cl 2.33 -4.85 4.05
H 3.55 -6.79 4.56
C 7.96 -0.18 -2.95
Cl 8.31 -1.19 -4.35
Cl 6.92 -1.04 -1.81
Cl 9.44 0.35 -2.17
H 7.43 0.70 -3.29

2.
47
Properties=species:S:1:pos:R:3 method="wB97M-V/def2-TZVPD" e_lumo_ev=-7.9 de_lowest_kcal_mol=181.2 orbital_gap_ev=5.4752 charge=+2 e_homo_ev=-13.357 total_energy_ha=-5284.2174
F -0.73 4.31 -6.79
N -0.35 3.41 -5.86
C -1.24 2.32 -5.61
C -0.88 1.25 -4.51
C 0.48 1.47 -3.76
C 1.03 0.52 -2.56
C 0.48 0.86 -1.10
C 1.03 0.00 0.05
N 2.00 -1.08 -0.17
C 2.45 -1.78 1.10
C 1.23 -2.42 1.93
C 1.32 -1.95 3.46
Br -0.44 -1.95 4.41
C 2.50 -1.40 -1.48
C 2.06 -0.62 -2.77
C 1.43 2.68 -4.11
C 0.93 3.64 -5.22
H -2.23 2.26 -6.19
H -1.57 0.38 -4.26
H -0.29 1.70 -0.88
H 0.66 0.21 1.12
H 2.88 -0.93 1.77
H 3.33 -2.49 0.92
H 0.19 -2.13 1.55
H 1.27 -3.57 1.90
H 1.75 -0.90 3.61
H 2.00 -2.67 4.03
H 3.29 -2.23 -1.62
H 2.47 -0.86 -3.81
H 2.42 2.81 -3.54
H 1.58 4.55 -5.46
Cl -0.85 -6.76 4.58
C -2.01 -5.78 5.51
C -1.35 -5.00 6.62
Cl -0.75 -6.06 7.92
H -2.79 -6.45 5.89
H -2.48 -5.09 4.80
H -2.06 -4.31 7.07
H -0.50 -4.41 6.25
Cl -1.54 3.50 -2.07
C -2.70 4.51 -1.17
C -2.03 5.30 -0.07
Cl -1.45 4.26 1.26
H -3.48 3.85 -0.77
H -3.16 5.18 -1.89
H -2.74 6.00 0.37
H -1.18 5.87 -0.44

3.
46
Properties=species:S:1:pos:R:3 method="wB97M-V/def2-TZVPD" e_lumo_ev=4.2 orbital_gap_ev=3.2900 charge=-2 e_homo_ev=0.949 total_energy_ha=-2096.7324
C 3.11 1.90 0.33
C 2.92 1.56 1.70
C 1.69 2.13 2.13
C 3.84 0.75 2.51
C 1.13 2.85 1.04
C 2.01 2.71 -0.08
C 1.82 3.31 -1.41
C 4.23 1.45 -0.52
C 1.10 1.95 3.46
C -0.12 3.63 1.06
Sn -0.29 -0.30 -1.74
Cl 1.29 -1.02 0.58
Cl 1.06 -1.96 -2.87
O -1.20 0.98 -0.53
H 4.32 -0.03 1.90
H 3.29 0.25 3.33
H 4.63 1.36 2.96
H 1.00 0.88 3.70
H 0.10 2.40 3.50
H 1.72 2.41 4.25
H -0.81 3.22 1.81
H -0.61 3.59 0.08
H 0.08 4.68 1.32
H 0.77 3.56 -1.57
H 2.12 2.61 -2.20
H 2.41 4.23 -1.52
H 4.38 0.37 -0.40
H 5.16 1.95 -0.24
H 4.02 1.66 -1.57
H -1.82 0.43 -0.01
O 0.20 1.07 -2.97
H 0.71 0.66 -3.70
O -2.75 -1.25 0.20
C -2.62 -1.92 -0.83
O -1.87 -1.64 -1.88
C -3.39 -3.21 -0.96
C -3.25 -4.06 -2.08
C -4.02 -5.22 -2.18
C -4.93 -5.56 -1.17
C -5.05 -4.74 -0.04
C -4.28 -3.58 0.06
H -2.54 -3.79 -2.86
H -3.91 -5.87 -3.06
H -5.54 -6.46 -1.26
H -5.74 -5.00 0.77
H -4.35 -2.93 0.94

4.
45
Properties=species:S:1:pos:R:3 method="wB97M-V/def2-TZVPD" e_lumo_ev=4.3 de_lowest_kcal_mol=0.0 orbital_gap_ev=3.5542 charge=-2 e_homo_ev=0.741 total_energy_ha=-3426.6324
C -0.71 0.48 -2.55
C -0.87 -0.92 -2.87
C 0.42 -1.55 -2.75
C -2.10 -1.58 -3.34
C 1.37 -0.53 -2.40
C 0.67 0.72 -2.29
C 1.31 2.05 -2.05
C -1.78 1.53 -2.53
C 0.74 -2.95 -3.09
C 2.84 -0.68 -2.23
Ti -0.19 -0.77 -0.62
Cl -1.83 -3.77 -1.01
Cl -2.34 -0.56 0.09
Cl 0.76 -2.58 0.30
H -2.97 -0.92 -3.28
H -2.29 -2.44 -2.64
H -2.00 -2.03 -4.33
H -0.05 -3.59 -2.68
H 1.69 -3.26 -2.64
H 0.80 -3.13 -4.17
H 3.10 -1.59 -1.66
H 3.27 0.18 -1.70
H 3.35 -0.74 -3.20
H 2.21 1.97 -1.43
H 0.61 2.75 -1.56
H 1.61 2.53 -3.00
H -2.69 1.14 -2.07
H -2.03 1.89 -3.53
H -1.44 2.39 -1.94
O 0.66 0.42 0.47
H 0.54 1.30 0.85
Cl -2.85 0.11 4.23
C -1.38 0.88 4.59
C -1.38 2.11 5.24
C -0.18 2.70 5.64
C 1.04 2.11 5.28
C 1.07 0.92 4.58
C -0.14 0.20 4.25
C -0.12 -1.05 3.67
H -2.32 2.62 5.42
H -0.18 3.64 6.19
H 1.97 2.63 5.54
H 2.03 0.47 4.29
H 0.80 -1.62 3.68
H -1.01 -1.49 3.22